1.
This record from the Open Molecules 2025 dataset describes C25H18BCl3F9IN4O3STeTi as an isolated structure. The level of theory is wB97M-V/def2-TZVPD.

The geometry in XYZ format:
```
67
C25H18BCl3F9IN4O3STeTi (wB97M-V/def2-TZVPD)
Ti 1.14808 0.91883 -0.08542
C 4.14090 -1.86309 -0.74255
C 2.88239 -2.61583 -1.01449
N 2.96005 -3.93844 -1.10756
C 1.86189 -4.63605 -1.39120
C 0.64819 -4.05318 -1.69013
C -0.58040 -4.88012 -1.92517
O -1.36606 -4.99315 -0.73885
C 0.55409 -2.66082 -1.61581
C -0.64389 -1.92750 -2.06019
N -1.05663 -0.95889 -1.37984
C -1.88212 0.05129 -1.86504
C -3.20760 0.09204 -1.76289
C -3.90330 1.40518 -1.81470
C -3.26327 3.49829 -1.52674
C -1.72040 3.49698 -1.55730
C -1.20118 2.65680 -0.39759
I 2.15570 3.87056 -0.85300
C 1.66249 -1.92991 -1.18308
O 1.62829 -0.59625 -0.98901
H 4.99223 -2.50352 -0.96304
H 4.19275 -1.56429 0.30100
H 4.19452 -0.94553 -1.32642
H 1.96583 -5.71653 -1.41332
H -0.30487 -5.89149 -2.22966
H -1.19294 -4.44790 -2.72355
H -1.13436 -4.26161 -0.15299
H -1.05685 -2.17020 -3.04789
H -3.73542 -0.77918 -1.39017
H -4.97542 1.30515 -1.98301
H -3.81756 4.43111 -1.49127
H -1.16110 4.41761 -1.69224
S -3.69079 0.49783 2.08703
C -2.71286 -0.34624 3.22347
C -1.38455 -0.18594 2.99043
C -1.11139 0.62290 1.86262
C -2.28756 1.13819 1.26350
C -2.41128 2.01060 0.20534
C -3.64640 2.35249 -0.54800
C -3.29804 2.49104 -2.71392
C -1.74432 2.48797 -2.72825
C -0.99428 1.23955 -2.22902
N -0.30479 1.66542 -1.00675
H -3.17201 -0.91668 4.01412
H -0.60533 -0.62752 3.59022
H -4.52400 2.48780 0.08536
H -3.78618 2.68300 -3.66702
H -1.31295 2.85986 -3.65417
H -0.25405 0.89387 -2.95403
F -0.55323 3.38294 0.57813
Te 1.79805 4.03205 2.74349
F 0.86229 5.64189 2.73707
F 3.33068 5.17821 2.59338
F 0.11945 3.33935 3.45907
F 2.27922 4.01916 4.55646
O 0.13683 0.79148 1.41720
F 4.94203 0.24900 1.40641
B 3.78844 0.98318 1.31979
F 3.42984 1.24079 -0.04709
F 3.86092 2.14631 2.05899
F 2.63249 0.22349 1.73826
Cl 3.86624 -2.56251 2.82831
C 2.24856 -2.54128 3.51892
Cl 1.99476 -3.99296 4.52306
Cl 2.00841 -1.09415 4.50278
C 1.25351 -2.57805 2.44150
N 0.45828 -2.62340 1.61645
```

Computed properties:
ΔE to the lowest compared entry with this formula, charge and spin = 110.9 kcal/mol
Charge = -1
<S²> = 0.792
Multiplicity = 2
E = -150375.9826 eV

=====

2.
This record from the Open Molecules 2025 dataset describes one molecule with the formula C6H8OS at a distorted geometry. The level of theory is wB97M-V/def2-TZVPD.

The geometry in XYZ format:
```
16
C6H8OS (wB97M-V/def2-TZVPD)
C -0.92151 0.87350 -0.28358
C -1.59997 -0.22092 0.56042
C 0.37174 1.25641 0.28960
C 1.45575 0.49721 0.31987
C 1.72799 -0.74995 -0.35215
C 1.07732 -1.90522 -0.17110
H -2.50848 1.73368 -0.93083
H -0.74391 0.37264 -1.23143
H -1.35410 -0.24482 1.62915
H 0.36147 2.24085 0.85682
H 2.31815 0.98336 0.74835
H 2.53695 -0.72688 -1.05120
H 1.40528 -2.82920 -0.60920
H 0.29205 -1.98295 0.62365
O -1.75269 2.00256 -0.38188
S -2.66604 -1.30027 -0.01650
```

Computed properties:
SMILES string = C=C/C=C\[C@H](O)C=S
ΔE to the lowest compared entry with this formula, charge and spin = 55.1 kcal/mol
Charge = 0
Multiplicity = 1
E = -19231.8744 eV

=====

3.
This record from the Open Molecules 2025 dataset describes one molecule with the formula C6H11NO. The level of theory is wB97M-V/def2-TZVPD.

The geometry in XYZ format:
```
19
C6H11NO (wB97M-V/def2-TZVPD)
C -0.05431 0.83943 1.72486
C -0.12556 1.70055 -1.08360
C -0.76131 -1.74124 -0.01459
C 0.44247 0.36146 -0.59751
N 1.59720 0.03422 -1.40029
C -0.58519 -0.73888 -0.81630
C -0.92805 -2.71847 0.81766
O 0.88398 0.42639 0.76426
H 2.30497 0.75257 -1.28656
H 1.99416 -0.84216 -1.07912
H -1.13581 -0.65962 -1.74194
H -0.99614 0.29090 1.62980
H -0.25410 1.91502 1.65990
H 0.39341 0.61923 2.69294
H 0.54810 2.50776 -0.80366
H -0.20746 1.66947 -2.16596
H -1.10662 1.88664 -0.65425
H -1.65005 -2.67240 1.61753
H -0.35967 -3.63090 0.73683
```

Computed properties:
SMILES string = C=C=C[C@](C)(N)OC
ΔE to the lowest compared entry with this formula, charge and spin = 56.1 kcal/mol
Charge = 0
Multiplicity = 1
E = -9936.0213 eV

=====

4.
This record from the Open Molecules 2025 dataset describes a 14-piece molecular cluster, C5H35NO15 overall at a distorted geometry. The level of theory is wB97M-V/def2-TZVPD.

The geometry in XYZ format:
```
56
C5H35NO15 (wB97M-V/def2-TZVPD)
C 2.80568 0.80021 2.44012
C 2.59867 2.05356 1.64960
N 1.98132 2.03520 0.43995
C -0.29500 1.15553 0.77051
C 1.04713 0.99148 -0.00764
C 1.01963 0.98235 -1.53601
O 2.05489 0.73442 -2.12740
O 3.26422 3.04290 1.93543
H 3.05818 1.24425 3.41956
H 3.69673 0.19782 2.31107
H 2.00006 0.14585 2.77517
H 1.94595 2.88747 -0.09450
H -0.31216 2.01262 1.42816
H -1.02976 1.54460 0.04129
H -0.62381 0.19517 1.14442
H 1.32555 -0.05870 0.13738
H 0.11716 0.60185 -2.04833
H -1.75938 -0.79423 -2.58293
H -1.10549 -0.69080 -3.93545
O -1.66279 -0.17622 -3.32358
H -0.82865 -2.82069 -0.47036
H 0.33319 -1.97934 -0.95272
O -0.49627 -2.36631 -1.25379
H -0.35914 -4.57413 0.32603
H -0.60667 -4.34324 1.81233
O -0.89309 -4.05748 0.93930
H -3.35719 -3.51737 0.77105
H -3.84925 -2.28705 0.11386
O -3.63968 -2.62325 0.99650
H -1.80986 -3.04687 2.76357
H -2.11645 -1.94458 1.90553
O -1.43164 -2.18161 2.56861
H 1.09607 -1.53658 -4.01296
H 0.30904 -2.83788 -3.77936
O 0.24966 -1.96676 -4.17863
H 0.32038 -2.08346 1.84645
H 1.91268 -1.59007 1.57025
O 0.98074 -1.59091 1.33584
H 3.35055 -0.94869 -0.53370
H 4.08904 -0.16018 0.53884
O 3.67693 -1.00898 0.37047
H 1.30207 2.83947 -3.23570
H 0.22388 3.58620 -2.50348
O 1.17990 3.59614 -2.65155
H -3.43316 0.50111 -0.75220
H -3.59226 -0.50647 0.27820
O -3.03219 -0.33805 -0.48833
H -2.44974 2.90234 -2.28660
H -1.62463 1.56937 -2.58044
O -1.58310 2.49444 -2.29491
H -0.11608 3.45569 -0.25398
H -0.12452 4.82609 -0.25755
O -0.33110 4.13936 0.40060
H -1.65100 -0.01505 3.26269
H -0.44531 0.81984 3.99782
O -1.37993 0.68958 3.85155
```

Computed properties:
ΔE to the lowest compared entry with this formula, charge and spin = 100.3 kcal/mol
Charge = 0
Multiplicity = 1
E = -37954.5402 eV

=====

5.
This record from the Open Molecules 2025 dataset describes a 2-piece molecular cluster, C6H12S overall at a distorted geometry. The level of theory is wB97M-V/def2-TZVPD.

The geometry in XYZ format:
```
19
C6H12S (wB97M-V/def2-TZVPD)
C -0.57746 1.34498 -4.25519
C -0.47099 1.19689 -2.96349
C -0.11542 -0.16905 2.63511
C 0.90142 -0.76110 1.77122
C -1.34558 0.11644 1.72597
C 0.20544 -1.87844 1.03786
S -1.26520 -1.06161 0.29625
H 0.16759 1.86314 -4.77098
H -1.38588 0.91312 -4.97940
H -1.17627 0.52471 -2.43074
H 0.19561 1.72864 -2.33877
H -0.23158 -0.86373 3.44923
H 0.36593 0.68831 3.13617
H 1.36184 0.03357 1.13950
H 1.76367 -1.21103 2.36487
H -2.34839 0.19409 2.28961
H -1.19654 1.18623 1.30400
H 0.76133 -2.35656 0.27658
H -0.11156 -2.58671 1.70312
```

Computed properties:
SMILES string = C1CCSC1.C=C
ΔE to the lowest compared entry with this formula, charge and spin = 34.7 kcal/mol
Charge = 0
Multiplicity = 1
E = -17250.0976 eV

=====

E of number 3 (C6H11NO)?
-9936.0213 eV

=====

What is the E in the second record?
-19231.8744 eV

=====

Among the records above, which one has the lowest charge?
C25H18BCl3F9IN4O3STeTi